Formula: C57H122N5O17S4
Source: OMol25
Level of theory: ωB97M-V/def2-TZVPD

Element x y z (Å)
C  10.861  -1.905  31.194
C  9.678  -2.341  32.091
C  9.006  -1.115  32.728
C  8.115  -0.351  31.550
C  7.017  -1.440  31.385
C  7.523  -2.723  30.679
N  8.906  -3.291  31.236
O  9.185  -4.504  30.942
C  6.333  -3.913  31.016
C  7.853  -2.526  29.177
C  10.313  -3.186  33.295
H  11.628  -1.413  31.817
H  10.589  -1.527  30.278
H  11.451  -2.698  30.802
H  8.311  -1.596  33.418
H  9.790  -0.585  33.126
H  8.724  -0.190  30.617
H  7.718  0.598  31.914
H  6.127  -1.075  30.856
H  6.727  -1.719  32.394
H  6.229  -3.804  32.074
H  5.502  -4.132  30.383
H  6.753  -4.855  30.776
H  6.899  -2.164  28.636
H  8.691  -1.895  28.920
H  8.088  -3.487  28.693
H  9.483  -3.628  33.875
H  10.849  -2.582  34.061
H  10.963  -4.062  32.940
C  13.839  5.730  27.443
C  12.727  5.705  26.402
C  12.392  4.266  25.729
C  10.979  4.102  25.342
C  9.881  4.585  26.248
C  10.096  5.961  26.952
N  11.491  6.297  27.097
O  11.822  7.245  27.854
C  9.552  6.976  26.067
C  9.205  5.944  28.267
C  13.109  6.651  25.306
H  14.383  6.699  27.465
H  14.691  5.057  27.147
H  13.456  5.509  28.424
H  13.049  3.854  24.924
H  12.577  3.492  26.512
H  10.761  3.031  25.182
H  10.924  4.546  24.420
H  9.915  3.819  27.065
H  8.826  4.572  25.924
H  8.503  6.954  25.965
H  9.839  7.872  26.629
H  10.027  7.022  25.045
H  9.740  5.338  28.934
H  9.190  6.980  28.638
H  8.241  5.554  28.079
H  12.261  6.869  24.600
H  14.044  6.282  24.881
H  13.407  7.620  25.747
C  8.321  4.773  31.568
C  9.754  4.373  31.710
C  10.580  5.689  31.645
C  11.715  5.606  32.664
C  10.971  5.618  34.063
C  10.361  4.213  34.418
N  9.849  3.822  33.174
O  9.202  2.617  33.099
C  11.404  3.300  34.948
C  9.287  4.434  35.459
C  10.401  3.307  30.733
H  7.702  4.002  32.087
H  7.930  4.863  30.506
H  7.911  5.585  32.114
H  11.127  5.770  30.681
H  9.820  6.539  31.682
H  12.453  6.452  32.529
H  12.321  4.671  32.606
H  10.110  6.245  34.132
H  11.637  5.992  34.924
H  11.529  3.646  36.026
H  11.129  2.253  35.092
H  12.461  3.358  34.405
H  9.019  3.550  36.091
H  9.721  5.223  36.140
H  8.343  4.766  35.180
H  10.383  3.590  29.725
H  9.861  2.282  30.753
H  11.398  3.148  31.098
C  6.509  1.664  18.889
C  6.725  0.764  20.081
C  8.060  -0.007  19.948
C  8.547  -0.615  21.200
C  8.580  0.340  22.332
C  7.299  1.141  22.600
N  6.722  1.602  21.244
O  5.885  2.560  21.395
C  6.302  0.226  23.297
C  7.555  2.393  23.464
C  5.454  -0.265  20.186
H  7.438  2.172  18.621
H  5.653  2.341  19.037
H  6.230  1.008  18.054
H  7.970  -0.875  19.242
H  8.785  0.704  19.609
H  9.473  -1.199  21.068
H  7.820  -1.395  21.466
H  9.250  1.189  22.217
H  8.840  -0.202  23.269
H  5.314  0.556  23.264
H  6.203  -0.796  22.969
H  6.558  0.127  24.317
H  8.096  2.007  24.387
H  8.138  3.180  22.973
H  6.606  2.892  23.811
H  5.365  -0.559  19.082
H  4.512  0.185  20.387
H  5.551  -1.219  20.747
C  3.676  2.963  31.597
C  2.108  2.372  31.479
C  1.339  2.514  32.897
C  0.823  3.960  32.858
C  -0.191  4.320  31.681
C  0.691  4.260  30.381
N  1.578  3.124  30.248
O  1.946  2.858  29.088
C  -0.381  4.016  29.359
C  1.539  5.623  30.187
C  2.134  0.848  30.942
H  3.609  4.004  31.732
H  4.258  2.702  30.751
H  4.276  2.668  32.506
H  0.537  1.828  33.148
H  2.099  2.390  33.659
H  1.728  4.593  32.933
H  0.255  4.009  33.781
H  -0.773  5.211  31.753
H  -0.990  3.593  31.807
H  -0.498  2.958  29.575
H  -1.353  4.451  29.680
H  -0.437  4.345  28.336
H  1.356  6.187  31.155
H  2.446  5.118  30.282
H  1.331  6.404  29.392
H  1.032  0.609  30.756
H  2.626  -0.003  31.487
H  2.575  0.853  29.986
O  10.688  -1.886  24.624
S  11.598  -0.788  24.596
O  11.410  0.285  23.698
O  11.792  -0.137  26.137
C  10.835  -0.313  27.149
C  9.789  0.764  27.112
C  13.168  -1.575  24.390
H  11.366  -0.453  28.099
H  10.281  -1.174  26.827
H  8.956  0.585  27.844
H  9.211  0.847  26.208
H  10.125  1.816  27.269
H  13.153  -2.440  24.985
H  13.834  -0.807  24.794
H  13.444  -1.698  23.309
O  2.324  0.954  24.014
S  1.140  0.995  24.835
O  -0.065  1.453  24.150
O  0.801  -0.437  25.539
C  0.086  -1.410  24.729
C  -0.130  -2.540  25.683
C  1.487  1.869  26.300
H  0.803  -1.711  23.976
H  -0.801  -0.881  24.316
H  -0.844  -2.308  26.443
H  0.784  -2.688  26.173
H  -0.193  -3.432  25.068
H  2.101  1.393  27.038
H  0.551  2.174  26.809
H  1.929  2.799  25.968
O  2.956  5.233  25.721
S  3.851  5.315  24.641
O  4.794  4.246  24.536
O  2.906  5.379  23.362
C  1.828  4.362  23.237
C  0.502  4.975  22.847
C  4.653  6.815  24.460
H  1.738  3.936  24.184
H  2.260  3.551  22.595
H  0.533  5.260  21.826
H  0.257  5.762  23.568
H  -0.150  4.124  23.031
H  5.558  6.680  23.845
H  4.859  7.233  25.470
H  3.983  7.510  23.952
O  6.518  2.474  29.516
S  6.172  2.424  28.104
O  7.167  2.681  27.072
O  5.528  1.005  27.871
C  5.169  0.719  26.475
C  4.579  -0.699  26.425
C  4.778  3.479  27.911
H  6.059  0.790  25.857
H  4.425  1.463  26.134
H  3.546  -0.771  26.770
H  5.173  -1.474  26.947
H  4.531  -0.921  25.361
H  5.038  4.526  28.147
H  3.888  3.126  28.361
H  4.640  3.498  26.842

## Properties
LUMO energy (alpha / beta) (eV): 0.34 / 0.33
Orbital gap (alpha / beta) (Eh): 0.282 / 0.336
2S+1: 6
HOMO energy (alpha / beta) (eV): -7.330 / -8.802
Total charge: 0
Calculated total energy (eV): -146666.9766
M (g/mol): 1277.89

Here are the Löwdin charges for atoms 1 to 6, given in e: -0.033, -0.460, -0.085, -0.098, -0.166, -0.329